{"formula": "C35H34F12KN3O2", "method": "ωB97M-V with the def2-TZVPD basis set", "spin_multiplicity": 1, "lumo_energy_ev": 4.06, "orbital_gap_ev": 4.666, "de_lowest_kcal_mol": 38.1, "energy_ha": -3467.312084, "charge": -2, "elements": ["K", "C", "C", "C", "C", "C", "C", "C", "C", "C", "C", "C", "C", "H", "H", "H", "H", "H", "H", "H", "H", "H", "H", "H", "H", "H", "H", "H", "H", "H", "H", "C", "C", "C", "C", "C", "N", "C", "C", "C", "C", "C", "C", "C", "C", "O", "C", "F", "F", "F", "C", "F", "F", "F", "C", "C", "C", "O", "C", "F", "F", "F", "C", "F", "F", "F", "H", "H", "H", "H", "H", "H", "H", "H", "H", "H", "H", "H", "N", "C", "C", "C", "N", "H", "H", "H", "H"], "positions_angstrom": [[-0.263, 0.256, -0.585], [4.512, 0.986, -0.287], [3.730, -0.021, -1.080], [3.274, 0.290, -2.360], [3.423, 1.688, -2.897], [2.650, -0.690, -3.129], [2.222, -0.392, -4.540], [2.435, -1.966, -2.605], [1.696, -2.975, -3.443], [2.876, -2.269, -1.316], [2.746, -3.662, -0.754], [3.480, -1.281, -0.538], [3.846, -1.565, 0.894], [3.838, 1.553, 0.347], [5.044, 1.675, -0.936], [5.246, 0.495, 0.348], [4.345, 1.808, -3.471], [3.421, 2.404, -2.083], [2.583, 1.935, -3.536], [1.194, -0.036, -4.548], [2.280, -1.279, -5.163], [2.860, 0.364, -4.990], [0.824, -2.501, -3.885], [1.339, -3.806, -2.847], [2.329, -3.366, -4.246], [1.817, -3.759, -0.193], [3.579, -3.884, -0.089], [2.756, -4.408, -1.545], [4.863, -1.958, 0.975], [3.157, -2.283, 1.324], [3.771, -0.658, 1.483], [-2.765, 4.902, 3.973], [-2.467, 3.594, 3.294], [-3.467, 2.652, 3.085], [-3.184, 1.470, 2.461], [-1.877, 1.123, 2.018], [-1.661, -0.012, 1.362], [-2.404, -1.118, 1.530], [-2.772, -1.527, 2.839], [-3.415, -2.710, 3.098], [-3.720, -3.587, 2.064], [-4.414, -4.900, 2.311], [-3.371, -3.209, 0.773], [-2.761, -2.001, 0.474], [-2.615, -1.636, -1.014], [-2.059, -0.522, -1.379], [-1.853, -2.824, -1.757], [-0.733, -3.193, -1.103], [-1.449, -2.433, -2.979], [-2.495, -4.003, -2.001], [-4.084, -1.647, -1.611], [-4.898, -0.834, -0.918], [-4.106, -1.189, -2.875], [-4.772, -2.823, -1.691], [-0.846, 2.085, 2.265], [-1.177, 3.281, 2.877], [0.620, 1.740, 1.942], [0.973, 1.509, 0.679], [0.982, 0.524, 2.887], [0.845, -0.677, 2.331], [0.258, 0.496, 4.025], [2.270, 0.530, 3.333], [1.580, 2.886, 2.411], [1.366, 4.028, 1.727], [1.608, 3.237, 3.720], [2.866, 2.595, 2.129], [-3.826, 4.958, 4.216], [-2.516, 5.751, 3.333], [-2.189, 5.010, 4.895], [-4.479, 2.861, 3.419], [-3.974, 0.762, 2.252], [-2.513, -0.865, 3.656], [-3.695, -2.960, 4.118], [-4.620, -5.026, 3.375], [-3.792, -5.732, 1.973], [-5.361, -4.942, 1.767], [-3.616, -3.899, -0.023], [-0.429, 4.032, 3.073], [0.594, 3.094, -1.501], [0.832, 4.374, -1.815], [0.630, 4.502, -3.172], [0.265, 3.215, -3.583], [0.257, 2.384, -2.560], [0.690, 2.629, -0.578], [1.121, 5.100, -1.082], [0.729, 5.381, -3.778], [0.019, 2.871, -4.568]], "lowdin_charge": [0.90, -0.04, -0.18, -0.18, -0.05, -0.18, -0.04, -0.18, -0.05, -0.18, -0.05, -0.18, -0.04, 0.07, 0.07, 0.07, 0.09, 0.07, 0.05, 0.09, 0.06, 0.07, 0.07, 0.06, 0.08, 0.09, 0.07, 0.07, 0.09, 0.07, 0.06, -0.09, -0.31, -0.08, -0.03, -0.26, -0.01, -0.24, -0.03, -0.08, -0.30, -0.08, -0.01, -0.05, -0.46, -0.30, -0.50, 0.13, 0.12, 0.09, -0.52, 0.14, 0.12, 0.09, -0.06, -0.01, -0.40, -0.34, -0.51, 0.15, 0.13, 0.10, -0.54, 0.12, 0.12, 0.11, 0.06, 0.06, 0.06, 0.09, 0.11, 0.11, 0.09, 0.06, 0.07, 0.07, 0.11, 0.10, 0.00, -0.12, -0.10, -0.20, 0.02, 0.09, 0.10, 0.07, 0.09]}